Entry 1:
Molecular formula: C12H48O12
Method: DFT, the ωB97M-V functional and the def2-TZVPD basis

Results
- orbital gap (Eh) = 0.371
- highest occupied orbital energy (eV) = -10.01
- total charge = 0
- E_LUMO (eV) = 0.08
- SMILES = CO.CO.CO.CO.CO.CO.CO.CO.CO.CO.CO.CO

XYZ file:
```
72
C12H48O12 (the ωB97M-V functional and the def2-TZVPD basis)
O -5.28 4.98 1.69
H -1.17 -1.30 -0.53
C -2.62 -0.76 6.06
C 4.21 2.48 -6.40
H 3.93 0.35 2.87
H 0.66 4.87 3.70
H 0.08 -6.97 2.98
H 1.39 5.46 -3.60
H 0.01 4.63 -3.88
C 0.62 3.94 4.27
H 4.25 3.91 -7.70
C 0.76 -6.13 3.10
H 4.96 2.53 -5.61
H 3.23 2.15 -6.06
H -4.95 5.28 2.54
H -3.46 5.75 1.11
H 1.59 -6.18 2.39
H 5.80 3.08 -0.61
H -3.52 -0.16 5.89
O -4.23 -4.47 -4.73
O 3.90 3.81 -6.81
H -5.72 -4.36 -3.37
O 0.22 -4.85 2.90
H 4.35 2.24 -1.12
H -5.50 -2.76 -4.32
O 2.37 -1.87 -4.10
H -4.82 -4.71 -5.44
C 2.24 -2.87 -5.06
H 4.27 0.58 4.63
H -3.80 -2.23 6.62
C -5.06 -3.65 -3.87
H -2.30 -1.14 5.09
O -3.01 -1.74 6.87
H -0.12 4.23 -1.86
H 3.16 4.35 -0.49
H 1.51 -3.65 -4.88
H 0.80 3.64 6.19
H 4.93 3.69 -1.87
C 0.36 5.45 -3.26
H 1.79 -2.45 -5.96
H -4.44 -7.42 0.27
H -3.04 -4.95 1.14
C -0.80 -0.32 -0.22
H 1.58 3.44 4.12
O -0.50 0.73 -1.16
H 2.30 -0.38 4.87
H 0.08 0.29 -1.78
H -3.65 3.96 0.98
H 4.66 1.80 -7.12
H 0.06 -0.75 0.30
C -4.13 4.93 0.89
H -0.22 6.30 -3.61
H 2.49 -2.47 -3.37
H -1.48 0.06 0.55
C 3.90 -0.10 3.87
H 4.61 -0.91 4.02
H -2.68 -7.11 0.28
H -3.60 -7.28 1.72
H 0.05 3.18 3.73
O 0.23 4.19 5.66
C -3.63 -6.84 0.72
O 4.03 4.16 -0.13
H 3.21 -3.32 -5.28
O -3.83 -5.42 0.87
O 0.25 5.11 -1.91
C 4.76 3.23 -0.90
H -4.61 -3.17 -3.00
H -1.77 -0.20 6.44
H 1.25 -6.19 4.07
H -4.36 5.11 -0.16
H 0.95 -4.24 2.80
O 2.51 -0.55 3.95
```

These are the Löwdin partial charges, in e, on atoms 1 to 8: -0.1148 0.0683 -0.2384 -0.1612 0.0769 0.0760 0.0805 0.0750

Entry 2:
Molecular formula: C12H48O12
Method: DFT, the ωB97M-V functional and the def2-TZVPD basis

Results
- orbital gap (spin up / spin down) (Eh) = 0.325 / 0.087
- multiplicity = 2
- highest occupied orbital energy (spin up / spin down) (eV) = -11.57 / -11.57
- total charge = +1
- E_LUMO (spin up / spin down) (eV) = -2.72 / -9.20

XYZ file:
```
72
C12H48O12 (the ωB97M-V functional and the def2-TZVPD basis)
H 3.24 2.15 -1.20
H -2.48 -1.38 -3.24
H 3.45 -0.13 1.82
H -0.41 -0.28 4.83
O 2.21 -4.38 1.55
H 5.61 -1.21 0.57
H -0.74 1.82 -2.74
O -5.94 -0.38 -0.98
O -0.55 -2.08 4.14
H 1.90 -2.27 1.73
H 2.32 1.68 3.62
H 0.52 -0.74 0.11
O -1.20 0.27 -0.31
H -1.70 -4.08 -3.32
H 3.18 4.76 -0.72
H -0.28 1.89 3.18
H 0.15 0.43 -3.35
H -1.86 -3.73 1.45
H 4.28 0.57 0.40
H -3.26 0.75 -1.80
H 0.69 0.70 -0.87
H 0.50 -3.28 1.52
H 0.72 -0.57 3.45
H 0.29 3.53 3.05
H 4.37 4.36 0.45
H -2.86 1.20 -3.38
H 1.03 -1.21 5.09
C 0.53 2.55 3.47
H -3.96 2.25 -2.34
H -4.60 -1.96 -1.10
C 0.00 1.50 -3.48
C 3.99 2.63 -2.95
O -0.35 1.84 -4.80
C -2.51 -2.86 1.50
O -1.95 -3.26 -3.76
H -5.74 -1.92 0.29
H 3.28 3.43 -3.15
H -6.49 0.05 -0.32
O -1.79 -1.75 1.90
H -1.65 -0.20 0.39
C 3.29 4.30 0.26
H 0.33 0.83 0.89
C 0.14 0.28 -0.03
H 1.00 1.92 -3.37
H 0.40 2.73 4.53
H -1.10 -1.92 -2.33
C 1.55 -3.19 1.26
H -5.28 0.21 -2.35
H -3.24 -3.10 2.26
H -3.02 -2.65 0.55
C -5.10 -1.34 -0.36
C 0.26 -0.99 4.35
O 3.34 1.73 -2.05
H 3.34 -0.91 0.20
H 4.21 2.14 -3.89
H 2.90 4.96 1.04
H 2.25 2.82 1.09
H 4.91 2.90 -2.42
O 5.13 -1.04 1.38
C 3.98 -0.36 0.89
H -2.72 -2.57 -1.95
H -4.24 -0.90 0.16
O 1.78 2.12 2.96
H 0.46 1.59 -5.26
O 2.75 2.95 0.29
O -4.81 0.50 -3.14
C -3.69 1.24 -2.67
H 1.60 -5.05 1.85
C -2.05 -2.25 -2.75
H -0.43 -2.61 4.94
H 1.52 -3.08 0.18
H -1.41 -1.91 2.77
```

These are the Löwdin partial charges, in e, on atoms 1 to 8: -0.0016 0.0624 0.0669 0.0898 -0.0856 0.0741 0.0654 -0.1068

Entry 3:
Molecular formula: C12H58O23
Method: DFT, the ωB97M-V functional and the def2-TZVPD basis

Results
- orbital gap (Eh) = 0.373
- highest occupied orbital energy (eV) = -9.88
- total charge = 0
- E_LUMO (eV) = 0.27

XYZ file:
```
93
C12H58O23 (the ωB97M-V functional and the def2-TZVPD basis)
O -1.29 -3.39 1.06
H 4.10 -3.99 -1.67
H 0.10 -5.62 0.75
H 3.02 0.07 3.04
H 3.11 -2.48 3.64
H -5.68 -1.58 -0.32
O -1.07 -3.11 -1.80
C -1.29 -4.48 2.01
H 3.25 1.13 0.20
H 1.04 3.37 0.55
O 0.99 -1.85 -4.13
C 2.60 -1.88 2.90
O 0.03 2.83 -3.65
H 1.60 -4.23 -2.79
H -0.17 -1.00 -1.67
O 2.43 1.65 -0.02
H -1.34 0.48 -3.08
H -2.77 1.11 -2.38
H -4.21 -1.43 -0.81
C -1.25 0.54 -0.89
H -1.81 0.46 0.01
H 2.83 -1.28 -1.29
H 0.05 -1.60 1.58
H 1.93 1.91 1.84
C 3.74 -3.03 -1.95
H -4.39 3.21 1.10
H 5.72 0.05 0.29
H 1.39 -4.06 1.19
H 1.97 4.51 -1.03
O 0.97 -4.96 -2.95
O 0.85 4.32 0.75
H 2.54 -2.34 -3.40
C -3.12 4.79 1.42
H -0.66 5.93 -0.40
H 2.38 2.81 3.05
H 0.05 5.85 -2.04
H -1.23 4.57 1.63
H -0.58 2.89 -2.94
H -0.64 0.16 2.73
H -3.09 6.68 -4.03
O -2.87 5.75 -3.86
O 4.78 0.12 0.46
H -1.44 3.87 -0.62
O -0.87 4.14 -1.38
H -2.07 -1.60 -2.19
C -3.41 3.35 1.60
O 0.38 -1.00 2.26
H -3.67 2.97 2.57
O -2.73 -0.92 -2.14
H -3.92 5.45 1.83
O -2.34 2.61 0.95
C 0.01 -5.23 1.78
C 1.18 -1.54 3.33
C -0.08 5.29 -1.08
C 2.95 -2.31 -0.83
H 1.51 -5.74 -3.14
O -4.76 -1.50 -0.02
O 3.40 -0.72 2.57
C -2.04 0.37 -2.16
O -3.53 -2.13 2.42
O 1.75 -2.98 -0.50
H 1.18 -0.85 4.16
H 1.68 6.03 -0.09
H -4.29 -1.89 1.77
H 1.82 0.95 -0.34
O 1.18 -4.51 2.00
H -3.14 4.97 0.33
H 0.90 -2.48 -0.69
H -3.10 -1.23 2.49
H 0.00 -6.05 2.56
H -0.76 1.55 -0.97
H 1.02 -1.56 -5.08
H -0.53 1.57 3.38
O 2.33 1.89 2.77
H -2.15 -2.94 1.19
H -1.91 2.02 1.60
H -1.50 -4.07 3.06
H 0.73 -2.50 3.59
H 0.64 -2.71 -4.20
H 4.56 -0.21 1.35
H 3.67 -2.18 0.00
O -1.88 5.24 1.91
H 2.75 -2.46 2.01
O -0.20 -0.43 -0.83
C 1.26 5.02 -0.41
H 0.77 2.44 -3.21
O 3.06 -3.16 -3.15
H -2.11 -5.19 1.76
H -0.50 -3.88 -1.98
H 4.60 -2.38 -2.02
H -2.10 5.82 -3.33
H -1.19 -3.06 -0.85
O -1.13 0.99 2.86
```

These are the Löwdin partial charges, in e, on atoms 1 to 8: -0.1234 0.1163 0.1305 0.0752 0.1202 0.0657 -0.0443 -0.2075

F_max list, top to bottom, in eV/A: 4.786 3.639 2.977
ΔE to the lowest compared entry with this formula, charge and spin list, top to bottom, in kcal per mole: 208.68 141.82 0.00